{
  "formula": "C31H43BeClN7P",
  "method": "ωB97M-V/def2-TZVPD",
  "e_homo_ev": -5.447,
  "multiplicity": 1,
  "largest_force_ha_per_bohr": 0.3057,
  "lumo_energy_ev": -0.68,
  "species": ["Be", "C", "C", "C", "C", "N", "C", "C", "C", "C", "C", "C", "N", "C", "C", "C", "C", "C", "N", "H", "H", "H", "H", "H", "H", "H", "H", "H", "H", "H", "Cl", "C", "H", "H", "N", "P", "N", "C", "C", "C", "C", "C", "N", "C", "C", "C", "C", "C", "N", "C", "C", "C", "C", "C", "H", "H", "H", "H", "H", "H", "H", "H", "H", "H", "H", "H", "H", "H", "H", "H", "H", "H", "H", "H", "H", "H", "H", "H", "H", "H", "H", "H", "H", "H"],
  "positions_angstrom": [[-0.03, -0.66, -0.58], [2.64, -3.57, -1.62], [2.20, -4.53, -0.72], [1.29, -4.17, 0.27], [0.82, -2.87, 0.29], [1.18, -1.98, -0.64], [2.11, -2.29, -1.54], [-0.01, -2.25, 1.35], [-0.75, -2.90, 2.31], [-1.42, -2.12, 3.24], [-1.28, -0.74, 3.22], [-0.51, -0.16, 2.22], [0.06, -0.91, 1.28], [-0.23, 1.30, 2.12], [-0.92, 2.26, 2.85], [-0.60, 3.59, 2.66], [0.38, 3.93, 1.74], [1.03, 2.90, 1.08], [0.75, 1.62, 1.27], [3.39, -3.80, -2.36], [2.59, -5.54, -0.76], [0.99, -4.88, 1.02], [2.44, -1.49, -2.18], [-0.81, -3.98, 2.32], [-2.04, -2.59, 4.00], [-1.75, -0.14, 3.97], [-1.68, 1.98, 3.56], [-1.11, 4.36, 3.23], [0.64, 4.96, 1.55], [1.81, 3.11, 0.35], [0.10, 0.44, -2.80], [1.08, 0.96, -1.91], [1.60, 1.94, -1.91], [1.59, 0.49, -1.05], [-1.68, -0.37, -0.77], [-1.60, 0.41, -2.19], [0.00, 1.38, -3.78], [0.42, -0.78, -3.47], [1.02, -1.02, -4.84], [1.73, 0.33, -5.43], [0.75, 1.55, -5.93], [0.00, 2.35, -4.73], [-2.58, -0.32, -3.34], [-3.57, -1.30, -2.87], [-3.50, -2.50, -3.80], [-3.81, -2.07, -5.26], [-3.94, -0.55, -5.38], [-2.81, 0.20, -4.68], [-2.24, 2.04, -2.15], [-3.62, 1.87, -1.59], [-4.32, 3.21, -1.41], [-3.52, 4.11, -0.47], [-2.12, 4.26, -1.06], [-1.48, 2.88, -1.20], [0.17, -1.79, -3.13], [0.02, -0.25, -1.95], [0.22, -1.35, -5.52], [1.73, -1.86, -4.78], [2.34, 0.03, -6.29], [2.39, 0.73, -4.66], [0.01, 1.10, -6.59], [1.33, 2.27, -6.51], [-0.98, 2.76, -4.96], [0.64, 3.16, -4.31], [-4.59, -0.89, -2.84], [-3.25, -1.53, -1.85], [-4.19, -3.28, -3.46], [-2.48, -2.89, -3.74], [-4.75, -2.53, -5.59], [-3.03, -2.42, -5.93], [-4.90, -0.23, -4.97], [-3.94, -0.26, -6.44], [-3.05, 1.27, -4.66], [-1.90, 0.08, -5.27], [-3.53, 1.31, -0.65], [-4.16, 1.25, -2.30], [-5.33, 3.04, -1.02], [-4.40, 3.70, -2.38], [-3.44, 3.63, 0.51], [-4.00, 5.08, -0.34], [-1.49, 4.89, -0.43], [-2.20, 4.72, -2.05], [-1.48, 2.39, -0.22], [-0.45, 2.97, -1.53]],
  "mulliken_charge": [-1.28, -1.01, -0.56, -0.83, 0.13, 0.54, 0.09, 0.79, -0.92, -0.82, -0.76, 0.85, 0.35, 0.79, -0.70, -0.50, -0.69, -0.12, -0.17, 0.47, 0.43, 0.39, 0.68, 0.43, 0.44, 0.34, 0.32, 0.43, 0.47, 0.45, 1.59, -1.02, 0.29, -0.51, -0.77, 0.71, -0.94, -0.06, -1.03, -1.06, -0.70, -1.12, 0.70, -1.10, -0.67, -0.68, -1.06, 0.22, 0.25, -0.23, -1.03, -0.78, -1.12, -0.22, 0.49, 1.17, 0.24, 0.39, 0.55, 0.28, 0.22, 0.56, 0.20, 0.40, 0.49, 0.57, 0.50, 0.15, 0.35, 0.33, 0.36, 0.46, 0.16, -0.35, 0.42, -0.02, 0.43, 0.34, 0.25, 0.41, 0.30, 0.45, 0.12, 0.09]
}

***

{
  "formula": "C31H43Cl2N2O6PPbS2",
  "method": "ωB97M-V/def2-TZVPD",
  "e_homo_ev": [-7.508, -7.508],
  "multiplicity": 1,
  "largest_force_ha_per_bohr": 0.0135,
  "lumo_energy_ev": [-3.63, -3.63],
  "species": ["Pb", "Cl", "C", "C", "C", "Cl", "C", "O", "C", "C", "O", "C", "H", "H", "H", "C", "C", "C", "O", "C", "H", "H", "H", "H", "H", "H", "H", "H", "C", "C", "C", "C", "O", "H", "H", "H", "H", "H", "H", "H", "H", "H", "C", "C", "C", "C", "C", "C", "C", "C", "N", "H", "H", "H", "H", "H", "H", "C", "C", "C", "O", "P", "S", "S", "O", "C", "C", "C", "H", "H", "H", "H", "H", "H", "H", "H", "H", "H", "H", "H", "H", "H", "C", "C", "N", "H", "H", "H"],
  "positions_angstrom": [[0.48, -0.56, 0.00], [-0.95, -5.29, -6.02], [-0.76, -4.08, -4.78], [-1.39, -2.84, -4.94], [-1.26, -1.88, -3.98], [-2.02, -0.34, -4.19], [-0.51, -2.08, -2.77], [-0.47, -1.13, -1.93], [0.12, -3.35, -2.65], [0.90, -3.76, -1.53], [1.14, -3.13, -0.50], [-0.02, -4.33, -3.67], [-1.98, -2.64, -5.82], [1.33, -4.77, -1.62], [0.47, -5.29, -3.55], [-3.63, -0.89, 2.77], [-3.93, -0.40, 1.35], [-3.27, -1.46, 0.49], [-2.07, -1.79, 1.20], [-2.36, -1.74, 2.59], [-4.44, -1.49, 3.17], [-3.46, -0.06, 3.46], [-3.47, 0.56, 1.16], [-5.00, -0.32, 1.15], [-2.98, -1.10, -0.50], [-3.90, -2.35, 0.39], [-1.49, -1.32, 3.10], [-2.53, -2.76, 2.97], [4.35, -1.28, -0.35], [3.59, 0.03, -0.59], [4.34, 0.85, -1.64], [3.53, 0.83, 0.72], [2.31, -0.25, -1.09], [5.38, -1.09, -0.03], [4.37, -1.86, -1.27], [3.86, -1.87, 0.42], [5.37, 1.03, -1.34], [3.84, 1.81, -1.78], [4.32, 0.32, -2.59], [4.52, 1.11, 1.07], [3.04, 0.24, 1.51], [2.94, 1.74, 0.56], [1.83, -2.44, 2.24], [0.84, -3.12, 2.94], [0.17, -4.20, 2.32], [-0.75, -4.93, 3.02], [-1.03, -4.57, 4.35], [-0.40, -3.49, 4.97], [0.53, -2.76, 4.27], [-2.00, -5.33, 5.09], [-2.77, -5.94, 5.69], [2.10, -2.74, 1.23], [2.37, -1.62, 2.70], [0.40, -4.43, 1.28], [-1.27, -5.76, 2.57], [-0.65, -3.24, 5.99], [1.03, -1.92, 4.72], [-0.15, 5.74, 0.06], [-1.52, 5.25, -0.38], [-2.36, 4.73, 0.77], [-1.33, 4.30, -1.46], [-1.35, 2.70, -1.43], [-3.08, 1.90, -1.16], [0.14, 2.18, -0.13], [-0.88, 2.37, -2.91], [0.15, 2.93, -3.77], [-0.30, 4.27, -4.33], [1.50, 2.98, -3.10], [-0.26, 6.51, 0.83], [0.39, 6.17, -0.78], [0.43, 4.91, 0.46], [-2.06, 6.07, -0.86], [-1.89, 3.86, 1.23], [-3.35, 4.43, 0.43], [-2.45, 5.52, 1.51], [0.18, 2.20, -4.58], [-0.27, 5.04, -3.56], [-1.32, 4.20, -4.71], [0.36, 4.55, -5.15], [1.51, 3.73, -2.30], [2.25, 3.26, -3.84], [1.76, 2.01, -2.67], [0.90, 2.78, 3.24], [0.82, 1.32, 3.29], [0.75, 0.18, 3.32], [-0.11, 3.18, 3.13], [1.47, 3.07, 2.36], [1.36, 3.16, 4.14]],
  "mulliken_charge": [1.85, -0.24, 0.11, -0.65, 0.30, -0.14, -0.27, -0.28, 1.10, -0.78, -0.42, -1.06, 0.49, 0.21, 0.41, -0.80, -0.25, -0.15, -0.22, 0.74, 0.31, 0.31, -0.05, 0.39, 0.00, 0.28, -0.11, -0.25, -1.61, 2.00, -1.92, -1.21, -0.69, 0.44, 0.35, 0.16, 0.42, 0.31, 0.42, 0.56, -0.01, 0.18, -0.95, 1.13, -0.28, -0.71, 0.70, -0.60, -0.60, -0.18, -0.45, 0.40, 0.40, 0.41, 0.48, 0.50, 0.47, -0.98, 0.44, -1.27, -0.16, 0.14, -0.49, -0.71, -0.29, 0.66, -1.45, -1.06, 0.46, 0.27, 0.06, 0.25, 0.13, 0.36, 0.49, 0.30, 0.17, 0.35, 0.48, 0.21, 0.57, 0.00, -0.97, 0.48, -0.24, 0.18, 0.19, 0.44]
}